[1]
Below is a cluster of 15 separate species, C15H47ClIN14O31P2S in total at a distorted geometry, with properties calculated with wB97M-V/def2-TZVPD.

Bonds (Å) are listed after each position.
Element x y z (Å)
1 I -4.815 -4.441 -2.634  P5 2.374
2 Cl -5.935 -0.977 1.322  P4 2.026
3 S -2.618 -2.544 -0.320  P5 2.175, O25 1.432, O36 1.437, C57 1.765
4 P -6.367 -2.601 0.190  Cl2 2.026, P5 2.271, O31 1.600
5 P -4.594 -2.540 -1.228  I1 2.374, S3 2.175, P4 2.271, H79 1.398
6 O 4.561 6.935 3.367  N42 1.210
7 O 2.092 9.453 -0.214  N40 1.211
8 O 4.655 -2.726 1.082  N43 1.216
9 O 1.571 1.015 2.201  N41 1.208
10 O 0.881 -0.199 0.580  N41 1.217
11 O -5.358 -6.560 0.552  N47 1.221
12 O 6.794 -2.797 1.172  N43 1.205
13 O 10.698 -2.037 -2.308  N50 1.211
14 O 0.920 -4.692 1.168  N45 1.220
15 O 1.127 10.688 -1.682  N40 1.211
16 O -3.309 -3.930 -5.807  N48 1.217
17 O -1.679 6.903 -0.795  N44 1.207
18 O -6.685 -11.481 -0.572  N39 1.202
19 O 5.498 7.300 -2.032  N46 1.209
20 O 3.905 8.295 1.836  N42 1.212
21 O -8.586 -3.908 -1.149  N37 1.214
22 O 6.352 -0.044 3.802  N49 1.210
23 O 2.196 -4.991 -0.535  N45 1.207
24 O 6.918 1.126 2.091  N49 1.212
25 O -2.671 -1.562 0.720  S3 1.432
26 O -2.745 2.454 3.403  N38 1.212
27 O -8.028 -2.702 -2.827  N37 1.211
28 O -6.147 -10.158 1.030  N39 1.218
29 O 11.075 -2.902 -0.377  N50 1.210
30 O -3.390 3.213 1.509  N38 1.211
31 O -5.945 -3.866 1.074  P4 1.600, H76 0.971
32 O 5.585 8.759 -3.611  N46 1.211
33 O -2.388 7.144 1.216  N44 1.218
34 O -3.480 -7.407 -0.019  N47 1.204
35 O -1.894 -3.318 -7.300  N48 1.203
36 O -1.711 -2.233 -1.390  S3 1.437
37 N -8.834 -3.359 -2.204  O21 1.214, O27 1.211, C53 1.487
38 N -2.995 3.365 2.644  O26 1.212, O30 1.211, C61 1.488
39 N -6.947 -10.645 0.251  O18 1.202, O28 1.218, C56 1.488
40 N 2.091 10.342 -1.037  O7 1.211, O15 1.211, C54 1.487
41 N 0.705 0.633 1.451  O9 1.208, O10 1.217, C51 1.485
42 N 4.754 7.809 2.552  O6 1.210, O20 1.212, C55 1.488
43 N 5.703 -3.259 1.393  O8 1.216, O12 1.205, C63 1.488
44 N -1.585 7.347 0.323  O17 1.207, O33 1.218, C62 1.491
45 N 1.654 -4.287 0.282  O14 1.220, O23 1.207, C65 1.484
46 N 5.088 7.808 -3.050  O19 1.209, O32 1.211, C59 1.490
47 N -4.377 -7.253 0.770  O11 1.221, O34 1.204, C64 1.485
48 N -2.353 -3.281 -6.189  O16 1.217, O35 1.203, C58 1.490
49 N 6.103 0.543 2.773  O22 1.210, O24 1.212, C52 1.487
50 N 10.458 -2.185 -1.131  O13 1.211, O29 1.210, C60 1.488
51 C -0.673 1.166 1.598  N41 1.485, H105 1.084, H106 1.080, H111 1.082
52 C 4.688 0.530 2.316  N49 1.487, H88 1.081, H95 1.083, H112 1.083
53 C -10.210 -3.500 -2.748  N37 1.487, H72 1.085, H74 1.085, H77 1.081
54 C 3.370 11.061 -1.280  N40 1.487, H98 1.082, H104 1.084, H110 1.085
55 C 6.146 8.321 2.426  N42 1.488, H92 1.081, H96 1.085, H109 1.084
56 C -8.351 -10.160 0.340  N39 1.488, H84 1.081, H86 1.085, H93 1.084
57 C -2.246 -4.155 0.298  S3 1.765, H82 1.078, H100 1.080, H107 1.081
58 C -1.683 -2.370 -5.218  N48 1.490, H80 1.084, H91 1.084, H94 1.082
59 C 3.865 7.210 -3.655  N46 1.490, H68 1.084, H89 1.082, H101 1.085
60 C 9.311 -1.433 -0.553  N50 1.488, H66 1.084, H75 1.082, H83 1.082
61 C -2.845 4.766 3.123  N38 1.488, H70 1.080, H73 1.084, H85 1.082
62 C -0.421 8.232 0.615  N44 1.491, H69 1.082, H81 1.080, H103 1.081
63 C 5.650 -4.567 2.100  N43 1.488, H67 1.084, H90 1.085, H97 1.082
64 C -4.293 -7.930 2.088  N47 1.485, H71 1.082, H99 1.081, H102 1.086
65 C 1.862 -2.818 0.236  N45 1.484, H78 1.080, H87 1.078, H108 1.079
66 H 9.699 -0.803 0.240  C60 1.084
67 H 6.182 -5.286 1.488  C63 1.084
68 H 4.091 6.174 -3.882  C59 1.084
69 H -0.495 8.547 1.648  C62 1.082
70 H -2.136 5.274 2.488  C61 1.080
71 H -5.154 -8.580 2.172  C64 1.082
72 H -10.893 -3.093 -2.010  C53 1.085
73 H -3.823 5.227 3.042  C61 1.084
74 H -10.390 -4.559 -2.897  C53 1.085
75 H 8.860 -0.843 -1.338  C60 1.082
76 H -6.261 -4.681 0.652  O31 0.971
77 H -10.263 -2.954 -3.680  C53 1.081
78 H 2.529 -2.582 -0.581  C65 1.080
79 H -4.639 -1.343 -1.948  P5 1.398
80 H -0.650 -2.689 -5.133  C58 1.084
81 H 0.482 7.665 0.443  C62 1.080
82 H -1.517 -4.600 -0.359  C57 1.078
83 H 8.612 -2.158 -0.157  C60 1.082
84 H -8.937 -10.680 -0.406  C56 1.081
85 H -2.505 4.739 4.151  C61 1.082
86 H -8.336 -9.091 0.159  C56 1.085
87 H 2.285 -2.524 1.183  C65 1.078
88 H 4.623 1.081 1.388  C52 1.081
89 H 3.621 7.766 -4.550  C59 1.082
90 H 6.145 -4.435 3.056  C63 1.085
91 H -1.741 -1.366 -5.624  C58 1.084
92 H 6.156 9.090 1.666  C55 1.081
93 H -8.706 -10.376 1.342  C56 1.084
94 H -2.192 -2.442 -4.266  C58 1.082
95 H 4.407 -0.506 2.174  C52 1.083
96 H 6.433 8.715 3.394  C55 1.085
97 H 4.613 -4.846 2.226  C63 1.082
98 H 4.127 10.639 -0.632  C54 1.082
99 H -3.371 -8.494 2.119  C64 1.081
100 H -3.116 -4.783 0.419  C57 1.080
101 H 3.072 7.278 -2.917  C59 1.085
102 H -4.311 -7.159 2.852  C64 1.086
103 H -0.478 9.076 -0.060  C62 1.081
104 H 3.206 12.110 -1.058  C54 1.084
105 H -0.634 2.239 1.443  C51 1.084
106 H -1.290 0.685 0.854  C51 1.080
107 H -1.788 -3.992 1.264  C57 1.081
108 H 0.889 -2.375 0.088  C65 1.079
109 H 6.777 7.484 2.150  C55 1.084
110 H 3.627 10.923 -2.325  C54 1.085
111 H -1.012 0.933 2.600  C51 1.082
112 H 4.084 0.991 3.088  C52 1.083

- Kohn-Sham gap: 0.278 Ha
- Charge: +1
- LUMO energy: -4.178 eV
- Total energy: -150641.685 eV

[2]
Below is a cluster of 6 separate species, C55H59F3N3O19P2 in total at a distorted geometry, with properties calculated with wB97M-V/def2-TZVPD.

Bonds (Å) are listed after each position.
Element x y z (Å)
1 P 1.818 -0.995 -1.097  O21 1.537, C50 1.953, H84 1.429, H90 1.460
2 P -0.976 -0.390 -4.700  O14 1.765, C38 1.943, C76 1.893
3 F -1.883 -4.917 2.559  C65 1.452
4 F -0.998 -5.960 0.695  C65 1.449
5 F -3.243 -5.421 0.776  C65 1.438
6 O -1.628 -3.645 0.555  C65 1.433, C71 1.460
7 O 9.208 4.143 2.956  C78 1.217
8 O -6.190 3.158 -3.203  C74 1.266
9 O -3.905 2.874 -2.555  C48 1.458, C74 1.462
10 O -1.781 4.804 6.757  C39 1.219
11 O -0.877 -5.561 6.823  C28 1.217
12 O -0.244 -3.341 -4.991  C34 1.455, C56 1.433
13 O 0.990 11.496 5.705  C45 1.218
14 O -2.491 -1.287 -4.588  P2 1.765, H96 0.986
15 O 5.337 7.493 4.351  C44 1.220
16 O -2.605 -0.624 5.943  C35 1.218
17 O -1.032 3.295 -2.370  C80 1.298
18 O 1.354 2.767 2.991  C54 1.221
19 O -2.696 -9.455 -0.113  C36 1.219
20 O -4.189 1.127 -3.984  C48 1.296
21 O 3.239 -1.577 -1.158  P1 1.537
22 O -7.741 -9.064 1.479  C55 1.217
23 O 2.153 6.318 5.629  C51 1.221
24 O -2.133 2.243 0.962  C63 1.274
25 N -0.680 0.974 -0.670  C63 1.281, C68 1.524
26 N -1.390 -2.502 -1.665  C59 1.507, C71 1.497, C75 1.494, H101 1.056
27 N 0.367 1.341 -2.930  C38 1.442, C58 1.447, C80 1.461
28 C -1.273 -4.428 6.621  O11 1.217, C29 1.478, C62 1.478
29 C -1.823 -4.030 5.308  C28 1.478, C57 1.334, H114 1.081
30 C 7.784 4.936 4.654  C64 1.334, C78 1.478, H88 1.083
31 C 1.526 -4.333 -0.598  C67 1.320, H87 1.160
32 C 2.676 -2.807 -3.978  C40 1.597, C43 1.653, H85 1.145, H125 1.158
33 C -4.277 -8.329 1.217  C36 1.478, C42 1.334, H123 1.082
34 C -0.793 -4.386 -5.841  O12 1.455, H93 1.156, H130 1.151, H137 1.162
35 C -2.209 -1.758 6.147  O16 1.218, C57 1.478, C61 1.478
36 C -3.855 -9.367 0.253  O19 1.219, C33 1.478, C81 1.478
37 C -2.916 0.400 -2.003  C48 1.563, C68 1.559, H117 1.178, H118 1.176
38 C -0.280 0.053 -2.941  P2 1.943, N27 1.442, C50 1.685, C68 1.665
39 C -1.061 4.337 5.892  O10 1.219, C69 1.478, C70 1.478
40 C 1.889 -1.427 -3.812  C32 1.597, C50 1.615, H105 1.172, H115 1.145
41 C -0.048 3.590 -4.506  C80 1.658, H98 1.151, H100 1.166, H121 1.146
42 C -5.546 -8.229 1.617  C33 1.334, C55 1.478, H83 1.083
43 C 4.172 -2.502 -4.612  C32 1.653, C47 1.606, C72 1.647, H92 1.158
44 C 6.226 6.722 4.030  O15 1.220, C64 1.477, C79 1.478
45 C 1.258 10.308 5.688  O13 1.218, C53 1.478, C60 1.478
46 C -4.487 4.177 -4.761  C74 1.625, H107 1.149, H131 1.163, H136 1.148
47 C 4.190 -1.387 -5.767  C43 1.606, H94 1.150, H116 1.154, H135 1.170
48 C -3.586 1.493 -2.897  O9 1.458, O20 1.296, C37 1.563
49 C 0.561 7.991 6.092  C51 1.478, C60 1.334, H108 1.084
50 C 0.732 -1.272 -2.696  P1 1.953, C38 1.685, C40 1.615, C59 1.634
51 C 1.885 7.509 5.646  O23 1.221, C49 1.478, C82 1.478
52 C -0.831 3.306 3.680  C54 1.478, C69 1.334, H106 1.083
53 C 2.581 9.825 5.241  C45 1.478, C82 1.335, H110 1.083
54 C 0.634 3.235 3.858  O18 1.221, C52 1.478, C77 1.477
55 C -6.584 -9.153 1.113  O22 1.217, C42 1.478, C66 1.478
56 C -0.435 -3.672 -3.609  O12 1.433, C59 1.595, H119 1.178, H128 1.176
57 C -2.259 -2.788 5.089  C29 1.334, C35 1.478, H109 1.083
58 C 1.743 1.702 -3.193  N27 1.447, H129 1.170, H134 1.144, H138 1.174
59 C -0.099 -2.653 -2.429  N26 1.507, C50 1.634, C56 1.595, C67 1.650
60 C 0.270 9.293 6.112  C45 1.478, C49 1.334, H133 1.083
61 C -1.659 -2.155 7.459  C35 1.478, C62 1.335, H95 1.083
62 C -1.223 -3.397 7.680  C28 1.478, C61 1.335, H127 1.083
63 C -1.396 1.465 0.272  O24 1.274, N25 1.281
64 C 6.810 5.777 5.004  C30 1.334, C44 1.477, H102 1.083
65 C -1.932 -4.932 1.108  F3 1.452, F4 1.449, F5 1.438, O6 1.433
66 C -6.161 -10.191 0.149  C55 1.478, C81 1.334, H139 1.083
67 C 0.797 -3.592 -1.410  C31 1.320, C59 1.650
68 C -1.406 0.138 -1.717  N25 1.524, C37 1.559, C38 1.665, C75 1.662
69 C -1.620 3.819 4.626  C39 1.478, C52 1.334, H111 1.083
70 C 0.404 4.267 6.069  C39 1.478, C77 1.334, H120 1.082
71 C -1.890 -3.675 -0.881  O6 1.460, N26 1.497, H91 1.174, H113 1.167
72 C 4.605 -3.909 -5.350  C43 1.647, H99 1.148, H104 1.169, H122 1.152
73 C 7.736 5.858 2.302  C78 1.478, C79 1.334, H132 1.083
74 C -4.963 3.356 -3.443  O8 1.266, O9 1.462, C46 1.625
75 C -1.531 -1.267 -0.837  N26 1.494, C68 1.662, H103 1.159, H124 1.174
76 C -1.593 1.071 -5.733  P2 1.893, H86 1.168, H97 1.168, H126 1.139
77 C 1.193 3.754 5.123  C54 1.477, C70 1.334, H89 1.083
78 C 8.320 4.913 3.276  O7 1.217, C30 1.478, C73 1.478
79 C 6.761 6.699 2.653  C44 1.478, C73 1.334, H112 1.083
80 C -0.317 2.603 -3.202  O17 1.298, N27 1.461, C41 1.658
81 C -4.892 -10.291 -0.251  C36 1.478, C66 1.334, H141 1.083
82 C 2.873 8.523 5.221  C51 1.478, C53 1.335, H140 1.086
83 H -5.872 -7.474 2.322  C42 1.083
84 H 1.224 -1.460 0.118  P1 1.429
85 H 2.238 -3.589 -4.692  C32 1.145
86 H -2.336 0.658 -6.534  C76 1.168
87 H 2.288 -5.136 -0.249  C31 1.160
88 H 8.224 4.237 5.354  C30 1.083
89 H 2.268 3.694 5.237  C77 1.083
90 H 1.967 0.429 -0.807  P1 1.460
91 H -3.061 -3.606 -0.932  C71 1.174
92 H 4.920 -2.282 -3.756  C43 1.158
93 H -0.269 -4.312 -6.869  C34 1.156
94 H 3.259 -1.432 -6.440  C47 1.150
95 H -1.630 -1.389 8.224  C61 1.083
96 H -2.469 -2.049 -5.213  O14 0.986
97 H -0.677 1.441 -6.357  C76 1.168
98 H 0.523 3.025 -5.332  C41 1.151
99 H 4.143 -4.817 -4.819  C72 1.148
100 H -1.100 3.828 -4.948  C41 1.166
101 H -2.129 -2.385 -2.411  N26 1.056
102 H 6.406 5.807 6.009  C64 1.083
103 H -0.885 -1.240 0.125  C75 1.159
104 H 4.181 -3.847 -6.437  C72 1.169
105 H 2.788 -0.737 -3.516  C40 1.172
106 H -1.222 2.921 2.747  C52 1.083
107 H -4.667 5.295 -4.563  C46 1.149
108 H -0.151 7.235 6.400  C49 1.084
109 H -2.665 -2.480 4.133  C57 1.083
110 H 3.293 10.582 4.935  C53 1.083
111 H -2.695 3.878 4.511  C69 1.083
112 H 6.322 7.398 1.953  C79 1.083
113 H -1.687 -4.715 -1.370  C71 1.167
114 H -1.851 -4.794 4.546  C29 1.081
115 H 1.636 -1.084 -4.875  C40 1.145
116 H 5.149 -1.383 -6.409  C47 1.154
117 H -3.494 0.493 -0.980  C37 1.178
118 H -3.388 -0.621 -2.347  C37 1.176
119 H -1.537 -4.087 -3.568  C56 1.178
120 H 0.797 4.652 7.001  C70 1.082
121 H 0.445 4.567 -4.167  C41 1.146
122 H 5.749 -4.024 -5.429  C72 1.152
123 H -3.505 -7.661 1.576  C33 1.082
124 H -2.605 -1.372 -0.374  C75 1.174
125 H 2.948 -3.366 -3.000  C32 1.158
126 H -2.109 1.921 -5.179  C76 1.139
127 H -0.817 -3.706 8.635  C62 1.083
128 H 0.179 -4.667 -3.486  C56 1.176
129 H 1.967 1.685 -4.341  C58 1.170
130 H -0.589 -5.442 -5.430  C34 1.151
131 H -5.157 3.849 -5.653  C46 1.163
132 H 8.140 5.829 1.298  C73 1.083
133 H -0.694 9.664 6.437  C60 1.083
134 H 2.623 1.170 -2.692  C58 1.144
135 H 4.167 -0.341 -5.243  C47 1.170
136 H -3.388 3.918 -4.973  C46 1.148
137 H -1.938 -4.215 -5.939  C34 1.162
138 H 1.931 2.808 -2.846  C58 1.174
139 H -6.934 -10.859 -0.210  C66 1.083
140 H 3.840 8.151 4.895  C82 1.086
141 H -4.566 -11.046 -0.956  C81 1.083

- Kohn-Sham gap: 0.287 Ha
- Charge: +1
- LUMO energy: -3.218 eV
- Total energy: -128066.532 eV

[3]
Below is a cluster of 2 separate species, C3H12NO in total at a distorted geometry, with properties calculated with wB97M-V/def2-TZVPD.

Bonds (Å) are listed after each position.
Element x y z (Å)
1 O 0.449 0.761 -0.284  C5 1.489, H17 1.018
2 N 1.635 -1.473 -0.465  C3 1.503, H6 1.058, H7 1.053, H11 1.085
3 C 0.465 -2.277 0.028  N2 1.503, H10 1.067, H12 1.104, H13 1.174
4 C -1.587 2.337 0.182  C5 1.501, H8 1.067, H14 1.062, H15 1.066
5 C -0.713 1.174 0.550  O1 1.489, C4 1.501, H9 1.048, H16 1.093
6 H 1.841 -1.721 -1.473  N2 1.058
7 H 2.440 -1.428 0.213  N2 1.053
8 H -1.055 3.263 0.192  C4 1.067
9 H -0.331 1.189 1.525  C5 1.048
10 H -0.305 -2.574 -0.647  C3 1.067
11 H 1.419 -0.425 -0.639  N2 1.085
12 H 0.914 -3.202 0.428  C3 1.104
13 H 0.085 -1.638 0.936  C3 1.174
14 H -2.309 2.413 0.957  C4 1.062
15 H -2.039 2.158 -0.767  C4 1.066
16 H -1.274 0.240 0.461  C5 1.093
17 H 0.365 1.204 -1.197  O1 1.018

- Kohn-Sham gap: 0.416 Ha
- Charge: +1
- LUMO energy: -3.487 eV
- Total energy: -6835.643 eV

[4]
Below is the molecule C2H2INO2S at a distorted geometry, with properties calculated with wB97M-V/def2-TZVPD.

Bonds (Å) are listed after each position.
Element x y z (Å)
1 I 2.514 -1.147 -0.225  S2 3.041, C6 2.095
2 S 0.173 0.789 -0.077  I1 3.041, O3 1.395, O4 1.391, C6 1.812, C7 1.736
3 O 0.384 1.152 -1.407  S2 1.395
4 O 0.772 1.472 0.975  S2 1.391
5 N -2.675 0.838 0.302  C7 1.138
6 C 0.448 -0.994 0.090  I1 2.095, S2 1.812, H8 1.042, H9 1.191
7 C -1.551 0.829 0.123  S2 1.736, N5 1.138
8 H 0.064 -1.355 0.989  C6 1.042
9 H -0.128 -1.583 -0.770  C6 1.191

- Kohn-Sham gap: 0.372 Ha
- Charge: 0
- LUMO energy: -0.324 eV
- Total energy: -26624.877 eV